# 1
Density functional theory data (ωB97M-V/def2-TZVPD) for a structure of composition C34H29GdN8Se at a distorted geometry.

## Properties
Multiplicity: 8
HOMO-LUMO gap (spin up / spin down): 5.30 / 4.03 eV
Lowest unoccupied orbital energy (spin up / spin down): -5.66 / -8.43 eV
Total charge: +2

Each line ends with the Mulliken spin population.
Geometry (Å):
Gd -13.8893 0.1575 18.6587  4.83
N -16.6144 1.3528 15.1363  0.09
C -15.5144 1.0790 15.8890  -0.01
N -15.3471 1.4123 17.1262  0.09
C -16.4634 2.1305 17.7749  0.19
N -16.3050 2.6249 18.9767  0.28
N -15.2935 2.0081 19.6139  0.22
C -14.9517 2.4494 20.7882  0.53
C -13.8266 1.8475 21.5476  -0.02
C -13.3517 2.5647 22.6193  0.15
C -12.3239 1.9734 23.4142  -0.03
C -11.8491 0.7512 23.0601  0.11
C -12.4020 0.0651 21.9650  -0.01
N -13.4069 0.5550 21.2424  0.09
C -17.6294 2.3893 17.0606  0.10
C -18.6937 3.1251 17.6438  0.07
C -19.8660 3.2690 16.9458  -0.02
C -19.9775 2.7354 15.6525  0.14
C -18.8999 2.1653 14.9829  -0.06
C -17.7299 1.9931 15.7237  0.14
H -16.6211 1.0507 14.2047  0.00
H -14.8167 0.4568 15.3734  -0.01
H -15.4844 3.2528 21.3244  0.00
H -13.7115 3.6100 22.7564  0.00
H -11.8840 2.4546 24.2660  0.00
H -11.1040 0.2784 23.6386  0.00
H -12.1168 -1.0011 21.7562  0.01
H -18.5359 3.3935 18.6599  0.00
H -20.7676 3.6857 17.5025  0.00
H -20.9552 2.8172 15.2481  0.01
H -18.9467 1.8457 13.9701  0.00
C -12.1317 -1.7260 15.2592  0.00
N -10.8382 -1.5976 15.8727  0.00
C -10.4434 -0.6233 16.6982  0.00
Se -11.3005 0.8454 17.4843  0.03
N -9.0978 -0.6708 16.7704  0.00
C -8.6707 -1.6611 15.9431  0.00
C -7.3770 -1.9728 15.5300  0.00
C -7.2199 -2.9840 14.5782  0.00
C -8.3486 -3.7255 14.1377  0.00
C -9.6519 -3.3313 14.4672  0.00
C -9.7302 -2.2584 15.3927  0.00
H -12.8323 -2.2172 15.9156  0.00
H -12.0612 -2.1913 14.2983  0.00
H -12.4652 -0.6562 15.1622  0.00
H -8.6416 0.0188 17.3601  0.00
H -6.4865 -1.4886 15.9467  0.00
H -6.2500 -3.3111 14.2312  0.00
H -8.1734 -4.5803 13.4415  0.00
H -10.5060 -3.7808 13.9831  0.00
C -18.7291 -1.3303 16.5101  0.00
C -17.7058 -1.8024 15.7106  0.00
C -16.3863 -1.8929 16.1994  0.00
C -16.1658 -1.6866 17.5723  -0.01
C -17.1968 -1.1366 18.3174  0.01
C -18.4557 -0.9462 17.8082  0.00
N -14.8592 -1.7983 18.1247  0.06
C -14.4027 -2.5664 19.1444  0.00
C -13.0075 -2.5551 19.3372  0.01
C -12.4745 -3.1274 20.4853  0.00
C -13.3140 -3.7125 21.4398  0.00
C -14.6993 -3.8705 21.1344  0.00
C -15.2493 -3.3064 20.0501  0.01
H -19.8028 -1.2713 16.1106  0.00
H -17.9281 -2.0398 14.6558  0.00
H -15.6326 -2.3232 15.5998  0.00
H -17.0140 -0.8554 19.3210  0.00
H -19.2780 -0.5974 18.3814  0.00
H -12.4230 -2.1457 18.4721  -0.02
H -11.3956 -3.2532 20.5898  0.00
H -12.9309 -4.1367 22.3168  0.00
H -15.3391 -4.3535 21.8344  0.00
H -16.3003 -3.3601 19.8739  0.00

# 2
Density functional theory data (ωB97M-V/def2-TZVPD) for a cluster of 2 separate species, C34H29NO4S2 in total at a distorted geometry.

## Properties
Multiplicity: 1
HOMO-LUMO gap: 5.23 eV
Lowest unoccupied orbital energy: -2.44 eV
Total charge: 0

Each line ends with the Mulliken charge.
Geometry (Å):
C -4.9020 -0.9485 1.7770  -0.57
C -4.8175 0.3382 2.3188  -0.54
C -3.6157 0.7924 2.8559  -0.07
C -2.4663 0.0053 2.7888  -0.33
S -0.9876 0.6794 3.5558  1.34
C -0.1827 1.6252 2.4071  -0.95
S 1.5142 1.5714 2.1734  1.88
C 2.2041 -0.0776 2.2790  -0.01
C 2.6424 -0.5009 3.5334  -0.21
C 3.2955 -1.7185 3.6647  -0.73
C 3.5378 -2.5090 2.5366  -0.39
C 3.0988 -2.0830 1.2758  -0.68
C 2.4426 -0.8545 1.1426  -0.34
O 1.6840 2.0601 0.8130  -0.82
O 2.2420 2.1812 3.2714  -0.67
O -1.5048 1.5197 4.6158  -0.72
O -0.1867 -0.4850 3.8779  -0.69
C -2.5298 -1.2575 2.1806  -0.27
C -3.7533 -1.7429 1.7002  -0.59
H -5.8538 -1.3073 1.3797  0.37
H -5.6841 1.0004 2.3309  0.37
H -3.5686 1.7684 3.3344  0.55
H -0.7232 1.8616 1.4984  0.66
H 2.4956 0.1177 4.4124  0.38
H 3.5868 -2.0312 4.6678  0.36
H 4.0449 -3.4694 2.6538  0.36
H 3.2529 -2.7073 0.3924  0.38
H 2.1138 -0.4854 0.1723  0.41
H -1.6312 -1.8643 2.0958  0.42
H -3.8141 -2.7417 1.2564  0.36
C -6.6689 4.4372 3.8933  -0.88
N -5.6993 5.2977 3.2432  0.21
C -6.0439 6.7070 3.2707  -1.03
C -4.3505 4.9206 3.1891  -0.14
C -3.8603 4.2185 2.0700  -1.10
C -2.5035 4.0333 1.9303  -0.42
C -1.6146 4.4292 2.9533  1.06
C -0.2013 4.4509 2.7156  1.10
C 0.7917 4.5231 3.7634  0.10
C 1.9919 5.0974 3.2069  -0.44
C 3.0332 5.4689 4.0430  -0.31
C 2.8821 5.2946 5.4284  -0.66
C 1.7432 4.6622 5.9574  -1.26
C 0.7126 4.2303 5.1180  0.12
C 1.7641 5.3248 1.7808  0.40
C 0.4095 4.9269 1.4823  0.81
C -0.1298 5.1943 0.2270  -0.36
C 0.6353 5.9054 -0.7052  -0.99
C 1.9622 6.2692 -0.4228  -0.64
C 2.5456 5.9324 0.8076  -0.66
C -2.1452 4.9431 4.1623  -0.81
C -3.4887 5.2402 4.2514  -0.87
H -6.2896 3.4088 3.9366  0.22
H -6.8953 4.7793 4.9165  0.31
H -7.6046 4.4623 3.3214  0.33
H -5.2349 7.2830 2.8012  0.29
H -6.9756 6.8290 2.7043  0.36
H -6.1992 7.0670 4.3007  0.33
H -4.5678 3.8827 1.3127  0.52
H -2.1248 3.5399 1.0372  0.45
H 3.9397 5.8875 3.6026  0.41
H 3.6609 5.6471 6.1051  0.41
H 1.6566 4.5101 7.0343  0.42
H -0.1326 3.6604 5.5002  0.75
H -1.1299 4.8582 -0.0204  0.35
H 0.1809 6.1776 -1.6625  0.42
H 2.5367 6.8027 -1.1792  0.40
H 3.6006 6.1064 1.0093  0.44
H -1.4869 5.1813 4.9962  0.66
H -3.9014 5.7173 5.1404  0.40

# 3
Density functional theory data (ωB97M-V/def2-TZVPD) for a structure of composition C34H29O3P2PtS2.

## Properties
Multiplicity: 1
HOMO-LUMO gap: 6.52 eV
Lowest unoccupied orbital energy: 2.51 eV
Total charge: -1

Each line ends with the Mulliken charge.
Geometry (Å):
Pt 1.0318 0.8125 -1.9235  1.23
S -2.2560 1.7173 -1.9098  -0.59
P -1.4118 1.3519 -0.1658  1.18
C 0.3455 1.2291 -0.1739  -0.88
P 1.4947 0.9730 1.1367  0.84
S 3.3743 0.7966 0.5844  -0.54
C 1.3476 2.3536 2.3229  0.08
C 1.6607 2.2106 3.6712  -0.20
C 1.6255 3.3073 4.5198  -0.68
C 1.2954 4.5612 4.0237  -0.54
C 1.0122 4.7151 2.6738  -0.53
C 1.0402 3.6177 1.8279  -0.32
C 1.0234 -0.5253 2.0954  0.10
C 0.0500 -0.5245 3.0915  0.38
C -0.3458 -1.7048 3.7029  -0.92
C 0.2239 -2.9097 3.3186  -0.49
C 1.1967 -2.9223 2.3287  -0.78
C 1.5967 -1.7395 1.7256  -0.62
C -2.1261 -0.2009 0.4817  0.03
C -3.3327 -0.2511 1.1725  -0.21
C -3.8617 -1.4700 1.5706  -0.71
C -3.1995 -2.6508 1.2618  -0.62
C -2.0089 -2.6080 0.5498  -0.49
C -1.4721 -1.3894 0.1648  0.09
C -1.9207 2.6385 1.0382  0.07
C -2.1041 3.9345 0.5632  -0.66
C -2.4134 4.9670 1.4354  -0.75
C -2.5531 4.7152 2.7935  -0.46
C -2.3921 3.4240 3.2733  -1.02
C -2.0806 2.3936 2.3987  0.26
H 1.9458 1.2404 4.0598  0.46
H 1.8651 3.1826 5.5692  0.40
H 1.2660 5.4178 4.6868  0.38
H 0.7595 5.6913 2.2780  0.41
H 0.8221 3.7284 0.7724  0.48
H -0.3906 0.4099 3.4106  0.38
H -1.1062 -1.6819 4.4745  0.41
H -0.0902 -3.8347 3.7877  0.39
H 1.6508 -3.8588 2.0257  0.41
H 2.3662 -1.7362 0.9624  0.28
H -3.8657 0.6665 1.3937  0.52
H -4.7986 -1.4986 2.1149  0.40
H -3.6138 -3.6027 1.5731  0.38
H -1.4882 -3.5252 0.3021  0.45
H -0.5447 -1.3522 -0.3963  -0.09
H -2.0088 4.1129 -0.5013  0.30
H -2.5488 5.9718 1.0527  0.39
H -2.7904 5.5227 3.4762  0.39
H -2.5046 3.2169 4.3306  0.41
H -1.9864 1.3848 2.7765  0.41
C 0.4720 -5.8999 -3.5161  -0.79
O 1.0095 -5.2781 -4.6668  -0.46
C 1.2360 -3.9373 -4.5978  1.32
C 1.7740 -3.3616 -5.7710  -1.16
C 2.0195 -2.0218 -5.7812  -0.56
C 1.7646 -1.1788 -4.6719  -0.86
C 2.0457 0.2282 -4.7675  1.64
C 2.6222 0.7943 -6.0469  -1.59
O 1.8523 1.0574 -3.8664  -0.62
C 1.2312 -1.7687 -3.4859  0.09
O 0.9603 -1.1684 -2.3859  -0.66
C 0.9736 -3.1723 -3.4965  -0.37
H 0.3686 -6.9540 -3.7616  0.23
H -0.5075 -5.4865 -3.2624  0.33
H 1.1388 -5.7890 -2.6573  0.33
H 1.9739 -3.9933 -6.6256  0.40
H 2.4294 -1.5842 -6.6815  0.34
H 1.9661 0.5954 -6.8949  0.40
H 3.5964 0.3530 -6.2633  0.39
H 2.7327 1.8674 -5.9177  0.31
H 0.5620 -3.5793 -2.5848  0.49

# 4
Density functional theory data (ωB97M-V/def2-TZVPD) for a structure of composition C34H30BBr4N3O4OsSb.

## Properties
Multiplicity: 1
HOMO-LUMO gap: 7.01 eV
Lowest unoccupied orbital energy: -2.90 eV
Total charge: +1

Each line ends with the Mulliken charge.
Geometry (Å):
Os 1.4997 -1.5760 0.6430  0.98
C 3.8280 0.8410 0.3664  -1.12
C 3.5197 0.1361 -0.9172  0.90
C 4.1521 0.6417 -2.0533  -0.83
C 4.0864 -0.0080 -3.2608  -0.70
C 3.4382 -1.2326 -3.2677  -0.79
C 2.8009 -1.6807 -2.1263  0.05
N 2.7464 -0.9787 -0.9659  0.47
Sb 2.0060 -3.6358 -2.2737  1.00
C 0.0667 -2.9309 -1.7736  0.08
C -0.9584 -3.3446 -2.6049  -0.84
C -2.2654 -2.9847 -2.3149  -0.59
C -2.4813 -2.2820 -1.1526  -0.94
C -1.4131 -1.8957 -0.3467  1.30
C -1.7447 -1.1995 0.9369  -1.37
N -0.1309 -2.1548 -0.6809  0.50
C 2.5417 -4.2462 -0.2998  0.06
C 3.2392 -5.4225 -0.1180  -0.72
C 3.3280 -5.9679 1.1563  -0.43
C 2.6161 -5.3702 2.1716  -0.99
C 1.9249 -4.1843 1.9420  1.26
C 1.0753 -3.5913 3.0255  -1.38
N 1.9726 -3.5830 0.7355  0.54
H 4.7923 1.3364 0.2676  0.71
H 3.8976 0.1334 1.1858  0.13
H 3.0941 1.6060 0.5946  0.07
H 4.7204 1.5549 -1.9459  0.47
H 4.5704 0.3870 -4.1435  0.44
H 3.4311 -1.8503 -4.1561  0.41
H -0.7338 -3.9533 -3.4713  0.42
H -3.0865 -3.2755 -2.9565  0.46
H -3.4824 -2.0199 -0.8367  0.53
H -2.5705 -1.7180 1.4245  0.68
H -2.0825 -0.1816 0.7456  0.19
H -0.9083 -1.1639 1.6324  -0.04
H 3.6918 -5.9206 -0.9652  0.44
H 3.8942 -6.8724 1.3358  0.44
H 2.5800 -5.8071 3.1605  0.49
H 0.5365 -4.3906 3.5348  0.61
H 0.3332 -2.9029 2.6112  0.06
H 1.6784 -3.0524 3.7555  0.15
Br 2.7148 4.0973 4.8471  -0.16
C 2.5948 2.3657 4.1300  0.20
C 3.1727 1.2752 4.7895  0.31
Br 4.0316 1.5188 6.4401  -0.14
C 3.1432 0.0105 4.2112  0.16
Br 3.9828 -1.4836 4.9810  -0.12
C 2.4893 -0.2012 2.9934  -0.17
O 2.5579 -1.3551 2.3534  -1.06
C 1.8051 0.8774 2.4252  -0.97
O 1.1509 0.5841 1.2189  0.25
C 1.9316 2.1616 2.9211  0.21
Br 1.3207 3.6051 1.8744  -0.11
C -3.9795 3.4362 -3.6016  -2.02
C -4.4945 3.7203 -2.1905  1.82
C -4.6434 5.2401 -2.0286  -1.59
C -5.8685 3.0531 -2.0366  -1.58
C -3.5474 3.1888 -1.1132  0.62
C -3.8733 3.3813 0.2353  -0.55
C -3.0721 2.9390 1.2817  -2.28
C -1.9127 2.2885 0.9291  0.46
O -0.9404 1.7304 1.7478  -0.48
B -0.0068 1.2646 0.8533  0.36
O -0.3551 1.4229 -0.4652  -0.54
C -1.5713 2.0944 -0.3952  1.35
C -2.3614 2.5246 -1.4367  -1.17
H -4.6953 3.8182 -4.3307  0.42
H -3.8643 2.3657 -3.7850  0.39
H -3.0225 3.9270 -3.7916  0.38
H -5.2715 5.6408 -2.8268  0.45
H -3.6717 5.7351 -2.0778  0.37
H -5.1079 5.5023 -1.0773  0.33
H -6.5665 3.4611 -2.7705  0.44
H -6.2916 3.2204 -1.0456  0.33
H -5.7981 1.9749 -2.1966  0.37
H -4.7890 3.9012 0.4845  0.43
H -3.3416 3.1011 2.3165  0.58
H -2.0532 2.3534 -2.4578  0.65

Relative energy (zero: lowest compared OMol25 entry of this formula, charge and spin) / eV: 4.913, 0.000, 0.100, 0.000